(1)
Density functional theory data (ωB97M-V/def2-TZVPD) for a cluster of 2 separate species, C8H6N2O2 in total.

Output
* lowest unoccupied orbital energy (spin up / spin down): 0.18 / 0.18 eV
* orbital gap (spin up / spin down): 7.488 / 7.491 eV
* energy relative to the best compared isomer or geometry (same formula, charge and spin): 142.9 kcal per mole
* SMILES string: C=c1ccccc1=C=O.N#[N+][O-]

```
18
Properties=species:S:1:pos:R:3:mulliken_charge:R:1
C -0.53357 -0.32658 1.84487 -1.091
C -0.48981 -0.23119 0.50454 0.838
C -1.44221 0.71392 -0.04263 -0.899
C -1.43759 1.02275 -1.34264 -0.619
C -0.50117 0.31459 -2.27049 -0.531
C 0.32364 -0.72647 -1.86232 -0.882
C 0.30880 -1.00032 -0.40084 0.418
C 1.17351 -1.91718 -0.10427 0.823
O 2.01798 -2.70380 0.04653 -0.410
H -0.85003 0.40510 2.60896 0.334
H -0.04636 -1.19747 2.40659 0.310
H -2.05383 1.12006 0.66802 0.503
H -2.19039 1.60291 -1.71470 0.460
H -0.59161 0.46691 -3.32927 0.352
H 0.87857 -1.26019 -2.58551 0.451
N 1.73843 0.15469 1.57946 -0.163
N 1.86977 1.23901 1.82022 0.702
O 1.82588 2.32326 2.17349 -0.597
```

***

(2)
Density functional theory data (ωB97M-V/def2-TZVPD) for a cluster of 3 separate species, C16H23INO in total.

Output
* lowest unoccupied orbital energy: -5.65 eV
* orbital gap: 5.248 eV
* total charge: +1

```
42
Properties=species:S:1:pos:R:3:mulliken_charge:R:1
C -3.64846 -3.78438 2.51667 -1.243
C -3.47002 -4.29040 1.09302 -0.068
O -4.54783 -3.95364 0.20860 -0.417
C -4.88048 -2.58982 0.15152 -0.554
C -3.81009 -1.77780 -0.59052 -0.527
N -3.38450 -2.58111 -1.79183 -0.584
I -2.67796 -1.47307 -3.43271 0.421
H -3.46886 -2.71265 2.62299 0.307
H -2.94098 -4.29701 3.17021 0.401
H -4.65541 -4.01016 2.87417 0.329
H -2.50905 -3.93754 0.67715 0.179
H -3.43630 -5.37847 1.07602 0.356
H -5.82277 -2.52444 -0.39844 0.378
H -5.04469 -2.14913 1.13921 0.367
H -2.91714 -1.56348 -0.00438 0.373
H -4.22266 -0.83189 -0.93961 0.430
H -4.16770 -3.15435 -2.10976 0.415
H -2.63613 -3.22365 -1.53763 0.459
C 1.25624 1.07579 -2.43528 -0.567
C 2.23865 1.99848 -2.10351 -0.267
C 2.08074 3.33336 -2.44949 -0.444
C 0.94168 3.74878 -3.12592 -0.331
C -0.04230 2.82838 -3.45909 -0.523
C 0.11938 1.49450 -3.11197 0.356
H 1.38364 0.03372 -2.16878 0.350
H 3.12773 1.67369 -1.57863 0.466
H 2.84783 4.05234 -2.19232 0.367
H 0.82183 4.78974 -3.39553 0.378
H -0.92882 3.15289 -3.98879 0.353
H -0.64586 0.77017 -3.36652 -0.164
C 4.94987 2.51187 1.11037 -0.246
C 5.92593 2.29481 2.07335 -0.438
C 5.56218 1.88869 3.34974 -0.414
C 4.22332 1.69802 3.66351 -0.325
C 3.24765 1.91352 2.70008 -0.576
C 3.61118 2.32054 1.42340 -0.076
H 5.23540 2.83408 0.11638 0.348
H 6.96970 2.44538 1.83015 0.362
H 6.32276 1.72387 4.10182 0.360
H 3.94129 1.38477 4.66050 0.358
H 2.20309 1.76863 2.94587 0.354
H 2.84791 2.49697 0.67596 0.296
```

***

(3)
Density functional theory data (ωB97M-V/def2-TZVPD) for a cluster of 10 separate species, C25H75N5O10 in total.

Output
* lowest unoccupied orbital energy: 0.51 eV
* orbital gap: 9.177 eV
* energy relative to the best compared isomer or geometry (same formula, charge and spin): 22.9 kcal per mole
* SMILES string: COC[C@H](C)N.COC[C@H](C)N.COC[C@H](C)N.COC[C@H](C)N.COC[C@H](C)N.CO.CO.CO.CO.CO

```
115
Properties=species:S:1:pos:R:3:mulliken_charge:R:1
C -3.73773 -3.52037 -0.04560 -0.474
O -4.81982 -2.68399 -0.34262 -0.376
C -5.38161 -2.12182 0.84091 -0.429
C -6.23306 -0.90827 0.47223 0.744
C -5.38649 0.33157 0.36027 -1.435
N -7.20968 -0.73744 1.56950 -0.742
H -3.43477 -4.02237 -0.96597 0.238
H -4.01761 -4.29826 0.67702 0.334
H -2.88133 -2.95350 0.34096 0.054
H -5.98125 -2.89657 1.33344 0.357
H -4.56364 -1.79921 1.49534 0.026
H -6.75135 -1.09377 -0.47407 0.215
H -5.98971 1.20457 0.09138 0.433
H -4.58303 0.22304 -0.36611 0.219
H -4.87316 0.64336 1.27930 0.339
H -7.85979 -1.51320 1.59460 0.241
H -7.75458 0.10670 1.44856 0.242
C -1.48325 2.42469 -5.94839 -0.700
O -2.46812 2.33518 -4.95184 -0.415
C -1.93125 2.07697 -3.67034 -0.400
C -3.10205 2.01756 -2.69567 0.436
C -2.60296 2.05810 -1.25582 -1.149
N -3.90502 0.79560 -2.93273 -0.658
H -1.93386 2.83367 -6.85299 0.331
H -1.07819 1.43883 -6.20522 0.253
H -0.66679 3.09115 -5.64691 0.290
H -1.46583 1.07810 -3.61938 -0.009
H -1.18347 2.84057 -3.42328 0.488
H -3.78069 2.86497 -2.80570 0.297
H -2.01033 1.18634 -0.97897 0.020
H -3.42692 2.06532 -0.53967 0.311
H -2.11215 3.02193 -1.10465 0.519
H -3.99367 0.71715 -3.94422 0.351
H -3.33911 -0.01032 -2.67036 0.137
C 3.56138 0.93627 -7.20099 -0.665
O 2.67747 0.04499 -6.56655 -0.401
C 2.01226 0.62606 -5.46950 -0.416
C 2.83903 0.60836 -4.18084 0.303
C 3.28131 -0.82794 -3.85693 -1.059
N 2.07667 1.18155 -3.10629 -0.192
H 2.99649 1.74041 -7.69902 0.273
H 4.11884 0.42043 -7.97897 0.283
H 4.26035 1.41243 -6.50749 0.264
H 1.68233 1.64610 -5.69237 0.290
H 1.13166 -0.00352 -5.29444 0.102
H 3.76512 1.16629 -4.34376 0.392
H 3.85604 -1.28994 -4.66419 0.415
H 2.41933 -1.47862 -3.67821 -0.037
H 3.90455 -0.83961 -2.96078 0.364
H 1.25427 0.65036 -2.86635 -0.319
H 2.51927 1.68987 -2.36603 0.273
C 0.04121 -2.33843 -1.98666 -0.634
O 0.43711 -1.06047 -1.58548 0.143
C 0.66340 -0.93964 -0.19734 -0.631
C 1.37164 0.35592 0.08704 0.521
C 1.82598 0.42348 1.52312 -1.063
N 0.50519 1.51858 -0.17024 0.063
H -0.97572 -2.58700 -1.63594 0.105
H 0.71877 -3.12026 -1.63098 0.236
H -0.06123 -2.32928 -3.07158 0.188
H -0.29130 -1.03109 0.34500 0.189
H 1.27289 -1.80027 0.13019 0.459
H 2.25552 0.39255 -0.55563 -0.307
H 2.70313 -0.21254 1.71644 0.571
H 1.05049 0.01166 2.17802 0.005
H 2.20872 1.37129 1.89927 0.127
H 0.02726 1.38681 -1.05028 -0.240
H -0.15653 1.64990 0.58448 0.449
C -1.00739 -0.47873 8.04605 -0.761
O 0.33684 -0.50267 7.59370 -0.326
C 1.03887 0.70103 7.88895 -0.946
C 0.93311 1.63825 6.71499 1.212
C 1.72715 1.22797 5.51607 -1.775
N 1.30730 3.04002 7.08632 -0.812
H -1.48651 0.48826 7.87868 0.324
H -1.02685 -0.71917 9.11640 0.324
H -1.54316 -1.27139 7.52793 0.247
H 0.67084 1.14740 8.81521 0.368
H 2.07728 0.38902 8.03572 0.263
H -0.13635 1.66965 6.45381 0.163
H 1.59426 0.16370 5.31179 0.378
H 2.78033 1.45824 5.69239 0.366
H 1.47096 1.73642 4.58307 0.341
H 1.48901 3.51869 6.20626 0.259
H 0.49583 3.54261 7.43383 0.264
C 4.13473 -5.01104 -0.82503 -0.494
O 2.83717 -5.48275 -1.17349 -0.475
H 4.29503 -5.15624 0.24254 0.241
H 4.91981 -5.60806 -1.30794 0.271
H 4.28125 -3.96425 -1.09478 0.166
H 2.64821 -5.07335 -2.02386 0.274
C -1.01570 -1.15666 3.99060 -0.579
O -1.78700 -1.36484 2.81339 -0.426
H -0.17843 -1.84979 4.03944 0.343
H -0.59333 -0.14650 4.00889 0.131
H -1.61874 -1.30891 4.89029 0.233
H -2.42614 -0.64829 2.77228 0.210
C 5.13874 1.68300 3.84794 -0.196
O 5.08624 3.08233 4.07175 -0.494
H 4.91318 1.51402 2.79750 0.126
H 6.12339 1.24199 4.04560 0.327
H 4.43247 1.17355 4.50415 0.064
H 5.03634 3.23125 5.01944 0.303
C 0.36816 -4.08413 -5.54062 -0.392
O 0.85240 -4.88888 -4.47082 -0.447
H -0.72563 -4.05362 -5.52647 0.285
H 0.79600 -3.08804 -5.50147 -0.009
H 0.62910 -4.52880 -6.50876 0.305
H 0.31317 -5.68267 -4.42039 0.287
C 2.00047 4.75246 1.75459 -0.536
O 0.84453 4.03163 1.39265 -0.479
H 2.84815 4.09710 1.97309 0.161
H 2.33054 5.42986 0.94897 0.287
H 1.76053 5.42923 2.57157 0.229
H 1.02319 3.51006 0.59808 0.251
```

***

(4)
Density functional theory data (ωB97M-V/def2-TZVPD) for a cluster of 12 separate species, C18H60O12 in total.

Output
* lowest unoccupied orbital energy: 0.31 eV
* orbital gap: 10.024 eV
* energy relative to the best compared isomer or geometry (same formula, charge and spin): 106.9 kcal per mole
* SMILES string: CC(C)O.CC(C)O.CCO.CCO.CO.CO.CO.CO.CO.CO.CO.CO

```
90
Properties=species:S:1:pos:R:3:mulliken_charge:R:1
C -2.05199 -6.53083 -14.11152 -0.684
C -3.43856 -5.84815 -14.10603 1.577
C -3.36460 -4.48572 -14.72551 -0.553
O -4.28075 -6.69854 -14.90533 -0.118
H -1.66672 -6.45379 -15.12874 -0.251
H -2.14161 -7.55817 -13.75758 0.212
H -1.35095 -6.02034 -13.44856 0.386
H -3.86152 -5.83834 -13.09693 -0.270
H -3.15072 -4.47944 -15.79435 -0.335
H -2.58349 -3.89066 -14.24789 0.125
H -4.31187 -3.95918 -14.57586 0.011
H -4.18979 -7.60894 -14.58121 -0.030
C -2.21319 -8.71250 -18.73140 -1.613
C -1.75872 -8.24937 -17.36584 1.867
C -1.58516 -9.41235 -16.40551 -1.218
O -0.52102 -7.55452 -17.39238 -0.546
H -1.51993 -9.47443 -19.11231 0.406
H -2.24936 -7.91426 -19.47731 0.358
H -3.17542 -9.22282 -18.80359 0.357
H -2.52672 -7.58948 -16.93039 -0.623
H -1.22125 -9.07186 -15.43660 0.191
H -0.90552 -10.16125 -16.82080 0.450
H -2.52635 -9.94495 -16.23989 0.110
H -0.57975 -6.80908 -18.00067 0.328
C -0.57886 -3.52073 -16.87202 -0.042
C 0.22526 -2.83670 -17.97585 -0.604
O 1.54590 -2.67271 -17.49731 -0.541
H -0.45077 -3.05491 -15.90190 -0.180
H -0.38656 -4.59429 -16.83947 0.086
H -1.63659 -3.41568 -17.13734 0.200
H -0.30564 -1.91095 -18.21231 0.309
H 0.19674 -3.48536 -18.85617 0.366
H 2.09838 -2.25565 -18.16635 0.311
C -0.52293 -0.66821 -14.50157 -0.669
C -0.83033 0.20491 -15.70405 -0.109
O -1.90970 1.09292 -15.44463 -0.543
H 0.20839 -1.43526 -14.78156 0.365
H -1.35150 -1.26974 -14.11269 -0.066
H -0.16396 -0.11199 -13.63594 0.335
H -1.09590 -0.39477 -16.58343 0.147
H 0.05312 0.78924 -15.95960 0.298
H -2.73492 0.57598 -15.35039 0.301
C -6.45532 -3.68330 -12.31054 -0.217
O -7.83245 -3.61398 -11.99101 -0.582
H -5.90631 -4.51587 -11.87090 0.126
H -6.33368 -3.66232 -13.39381 0.088
H -5.95646 -2.76281 -11.98287 0.263
H -7.96498 -3.02647 -11.24677 0.321
C -4.33147 -0.41523 -13.50197 -0.270
O -4.24356 -0.36646 -14.93905 -0.614
H -3.95454 -1.38241 -13.16885 -0.078
H -3.73275 0.40185 -13.10665 0.309
H -5.36004 -0.23656 -13.17880 0.344
H -4.88851 -0.96326 -15.32412 0.280
C -1.84703 -4.13008 -11.25659 -0.224
O -3.04527 -3.36638 -11.45542 -0.367
H -1.08034 -3.88619 -11.98666 0.141
H -1.52644 -3.91130 -10.23578 0.475
H -2.09248 -5.19448 -11.29898 -0.237
H -3.42551 -3.12473 -10.61155 0.249
C -2.99325 -8.53074 -10.84630 0.202
O -2.39535 -9.03953 -9.65927 -0.581
H -4.06425 -8.55073 -10.68857 0.146
H -2.62419 -7.54088 -11.13206 -0.254
H -2.70962 -9.18713 -11.67703 0.191
H -1.44740 -9.12743 -9.78098 0.320
C 1.43396 -6.70706 -14.99190 -0.301
O 1.30816 -5.98252 -13.75773 -0.507
H 1.06194 -7.72184 -14.89138 0.172
H 0.87375 -6.23702 -15.80446 -0.009
H 2.48768 -6.70279 -15.28219 0.406
H 1.54277 -5.08173 -14.00632 0.290
C -4.23367 -5.43323 -18.33607 -0.094
O -5.14648 -6.11076 -17.50390 -0.596
H -4.04409 -6.09870 -19.17902 0.252
H -4.64342 -4.47427 -18.66585 0.238
H -3.27970 -5.22015 -17.83806 -0.202
H -4.87723 -6.09452 -16.57225 0.300
C -6.40647 -7.59788 -12.23792 -0.123
O -7.56787 -8.00050 -11.53612 -0.587
H -5.80914 -6.90741 -11.63699 0.080
H -5.79021 -8.47609 -12.42893 0.017
H -6.60190 -7.17954 -13.22815 0.297
H -8.17139 -7.25103 -11.52098 0.305
C -5.40048 -10.12575 -14.87414 -0.844
O -4.30398 -9.47073 -14.24068 -0.382
H -6.26401 -9.47316 -14.96126 0.294
H -5.14303 -10.45055 -15.88920 0.298
H -5.66967 -11.02968 -14.32003 0.361
H -3.60436 -10.12602 -14.16679 0.202
```

***

(5)
Density functional theory data (ωB97M-V/def2-TZVPD) for the ion C24H24F4NO with charge +1.

Output
* lowest unoccupied orbital energy: -4.29 eV
* orbital gap: 7.339 eV
* total charge: +1
* SMILES string: Fc1cc(F)cc(/C=C/[C@@H](c2cc(F)cc(F)c2)[C@H]2CCCC2=[N+]2CCOCC2)c1

```
54
Properties=species:S:1:pos:R:3:mulliken_charge:R:1
F 6.22285 1.05580 1.18005 -0.307
C 5.02528 1.73277 1.10466 0.470
C 5.05303 3.12813 1.16572 -0.794
C 3.81572 3.77309 1.09825 0.531
F 3.79797 5.14798 1.18563 -0.306
C 2.60534 3.09827 0.96214 -1.061
C 2.61393 1.68681 0.88582 0.721
C 1.39629 0.91451 0.73197 -0.091
C 0.19681 1.42643 0.40928 -1.190
C -1.07150 0.59406 0.52584 1.543
C -2.35430 1.45974 0.71564 0.007
C -2.33051 2.85738 0.81193 -0.681
C -3.53290 3.55583 0.96566 0.273
F -3.49112 4.93325 1.05869 -0.309
C -4.77324 2.92290 1.06035 -0.839
C -4.76301 1.53208 0.95883 0.324
F -5.96560 0.86177 1.05305 -0.310
C -3.58966 0.79316 0.79407 -0.949
C -1.22527 -0.30224 -0.67526 0.352
C -1.22459 0.57819 -1.95590 -1.509
C 0.12121 0.35696 -2.64696 -0.811
C 0.63313 -1.01784 -2.17646 -0.874
C -0.12820 -1.36512 -0.94833 -0.642
N -0.06435 -2.62525 -0.51452 0.356
C -1.14118 -3.19875 0.33061 -0.180
C -0.68230 -4.47803 1.02178 -0.851
O -0.08464 -5.39976 0.10747 -0.357
C 1.09459 -4.86533 -0.50429 -0.805
C 0.83169 -3.58114 -1.26723 -0.456
C 3.85175 1.00400 0.97534 -1.023
H 5.98495 3.68333 1.22829 0.481
H 1.65967 3.64260 0.94258 0.552
H 1.50119 -0.16179 0.90298 0.431
H 0.13963 2.46847 0.06336 0.453
H -1.00427 -0.02867 1.44108 0.578
H -1.39477 3.41813 0.78398 0.595
H -5.69360 3.48519 1.21644 0.487
H -3.62782 -0.29479 0.74112 0.492
H -2.20395 -0.82541 -0.63963 1.074
H -1.43673 1.63235 -1.75879 0.385
H -2.02914 0.18899 -2.58885 0.374
H 0.00452 0.40096 -3.73778 0.466
H 0.83285 1.13409 -2.34386 0.275
H 0.37101 -1.74927 -2.95769 0.569
H 1.72609 -1.03209 -2.04445 0.381
H -1.42226 -2.45356 1.08153 0.294
H -2.03756 -3.44807 -0.27373 0.305
H 0.01588 -4.22253 1.84180 0.355
H -1.55546 -5.02739 1.40512 0.369
H 1.88795 -4.69239 0.24777 0.364
H 1.40290 -5.65343 -1.20723 0.366
H 0.38077 -3.86210 -2.23410 0.355
H 1.79161 -3.09850 -1.46214 0.352
H 3.86930 -0.08375 0.93838 0.416
```

***

(6)
Density functional theory data (ωB97M-V/def2-TZVPD) for a cluster of 2 separate species, C2H9N3 in total.

Output
* lowest unoccupied orbital energy: 0.89 eV
* orbital gap: 10.496 eV
* energy relative to the best compared isomer or geometry (same formula, charge and spin): 26.0 kcal per mole
* SMILES string: [H]/N=C/N.CN

```
14
Properties=species:S:1:pos:R:3:mulliken_charge:R:1
H 1.14566 -2.09868 -1.95707 0.240
N 0.14176 -1.98129 -1.79977 -0.645
C -0.00830 -1.85967 -0.54586 0.143
N -1.26316 -1.70139 0.01978 -0.569
H 0.86343 -1.66258 0.07752 0.316
H -1.18585 -1.68790 1.02282 0.262
H -1.82923 -0.96006 -0.35344 0.265
C -0.19464 1.83891 0.27007 -0.642
N 0.82753 1.35768 1.22204 -0.548
H 0.25818 1.93264 -0.72884 0.283
H -1.01651 1.15204 0.07416 0.118
H -0.56449 2.82106 0.53770 0.334
H 1.38571 2.18618 1.36285 0.243
H 1.43992 0.66306 0.79805 0.199
```

***

no.,energy (hartree)
1,-568.254657
2,-1050.857399
3,-2023.483439
4,-1624.498084
5,-1458.111747
6,-245.830224